Record 1
A 4-piece molecular cluster, C36H63N4O12 overall, computed with the ωB97M-V functional and the def2-TZVPD basis.

```
115
Properties=species:S:1:pos:R:3:forces:R:3
C 1.614371 -0.023643 4.405955 -0.03 -1.07 -0.61
C 2.157779 -1.103808 3.616202 -0.55 1.02 0.43
C 1.371429 -1.758799 2.349857 1.39 -1.33 1.36
C 0.999082 -0.623695 1.277227 0.23 1.11 0.80
O 2.017212 -0.471009 0.224847 -2.41 -0.65 -0.26
C 1.279381 -0.714684 -1.020437 0.28 -0.67 -1.04
C 2.195397 -0.615591 -2.329327 -0.48 -0.06 -0.16
C 0.113261 -2.606722 2.898659 -0.27 1.99 0.90
N 0.099055 -4.038210 2.472940 -0.60 0.82 -2.51
C 0.379477 -4.014223 1.014615 1.01 0.02 0.60
N -0.551707 -4.265450 0.093491 1.35 0.25 1.33
C -0.257254 -4.193981 -1.395545 -0.17 0.14 -1.26
C -0.945985 -5.378493 -2.241113 0.79 -0.09 -1.09
C 0.102673 -5.902906 -3.382952 -1.48 0.70 -0.29
N 0.585876 -4.739075 -4.221373 -0.02 -0.28 1.28
C -1.962993 -4.580017 0.454759 -2.32 -0.35 0.08
C -3.009755 -3.592321 -0.307023 -2.10 1.16 -1.79
O -3.667856 -3.927428 -1.323680 2.73 0.54 3.48
C -3.297688 -2.108038 0.252736 -0.06 2.33 0.55
C -3.492388 -1.014506 -0.836696 -0.31 1.69 2.95
C -3.818243 0.456414 -0.450907 0.40 -2.35 2.95
C -3.971850 0.844896 1.055271 1.03 -3.82 -0.75
C -3.750503 -0.259684 2.141513 0.26 -0.99 -3.35
C -3.418510 -1.746671 1.751775 -0.33 2.92 -2.76
N 1.779179 -3.655076 0.641112 -1.40 -1.27 1.54
C 2.558888 -4.932264 0.513399 1.09 -1.64 -0.88
O 3.148358 -5.077258 -0.818578 0.03 0.42 2.08
C 4.403402 -4.325975 -0.793102 0.74 0.48 -1.23
C 5.107251 -4.297632 -2.241040 0.10 0.54 1.41
C 6.278126 -3.177697 -2.146842 -0.43 0.23 -0.39
C 2.419810 -2.830963 1.722713 -0.18 1.03 1.66
H 0.747201 -0.188419 5.151429 0.13 0.68 -2.54
H 1.992849 1.050505 4.272760 0.67 -1.91 1.74
H 3.179352 -1.526122 3.951710 -0.74 1.61 -1.94
H -0.042061 -0.819997 0.835077 1.47 0.11 0.56
H 0.963220 0.408638 1.798873 -0.15 -1.80 -0.60
H 0.870054 -1.791120 -0.926112 0.51 1.67 -0.34
H 0.399513 0.015632 -1.111089 1.21 -0.97 0.15
H 1.706890 -1.223724 -3.185354 0.63 0.91 1.46
H 3.232296 -1.072056 -2.164444 -1.43 0.84 -0.11
H 2.245385 0.466411 -2.718977 0.24 -1.68 0.79
H -0.834588 -2.034470 2.558925 1.24 -1.38 0.49
H 0.154705 -2.539680 4.051528 -0.27 -0.45 -1.91
H 0.782839 -4.617239 2.978682 -0.13 0.54 -0.53
H -0.660453 -3.169064 -1.745652 0.56 -1.63 0.61
H 0.856382 -4.217889 -1.631452 -1.42 0.10 0.96
H -1.824933 -4.934390 -2.845184 1.15 -0.97 1.37
H -1.239324 -6.295780 -1.631065 0.13 1.45 -0.65
H 0.968215 -6.498519 -2.936067 -1.17 0.90 -0.75
H -0.541572 -6.537171 -4.104635 1.26 0.61 1.38
H 1.417025 -4.321414 -3.773799 -0.63 -0.17 -0.44
H -0.153943 -4.008827 -4.271287 0.79 -0.78 -0.02
H -2.206190 -4.480762 1.562583 0.97 0.02 -1.40
H -2.283895 -5.649402 0.155887 0.93 1.77 0.25
H -3.403321 -1.237726 -1.957229 -0.12 0.08 2.00
H -3.950912 1.279088 -1.240293 0.21 -1.62 1.28
H -4.229580 1.917892 1.385568 0.49 -2.00 -0.69
H -3.824893 -0.000918 3.247174 0.03 -0.36 -1.75
H -3.269450 -2.547595 2.549952 -0.32 1.35 -1.19
H 3.454837 -4.997695 1.241596 -1.64 0.53 -0.80
H 1.894456 -5.838900 0.774710 0.94 1.25 -0.91
H 4.129122 -3.249915 -0.500370 0.68 -1.41 -0.32
H 5.173520 -4.792984 -0.070622 -1.39 0.72 -0.77
H 5.586101 -5.313567 -2.442239 -0.99 1.36 0.05
H 4.308785 -4.001406 -2.999877 1.27 -0.62 0.80
H 6.529481 -2.886451 -1.066468 -0.34 -0.62 -1.48
H 5.922365 -2.217003 -2.663753 0.60 -1.38 0.73
H 7.228631 -3.532565 -2.664624 -1.30 0.52 0.73
H 3.368581 -2.318640 1.339043 -1.62 -0.71 0.27
H 2.762003 -3.472451 2.627618 -0.60 0.75 -1.44
C 2.596946 6.707647 4.580403 -0.06 -0.33 0.11
C 3.063347 6.897320 3.149128 -0.32 0.53 0.38
O 3.862213 5.788953 2.711752 -0.15 -0.54 -0.40
C 3.185903 4.672409 2.404377 0.24 0.29 0.28
O 1.987224 4.526857 2.456576 0.39 -0.03 -0.16
O 4.076722 3.727722 2.052729 -0.28 0.33 0.05
C 3.491840 2.453478 1.801799 -0.06 -0.37 -0.20
H 3.447980 6.519461 5.239850 0.00 0.17 -0.07
H 2.062415 7.592103 4.932527 0.08 -0.02 -0.06
H 1.929879 5.847184 4.669768 -0.02 0.13 -0.10
H 3.700514 7.783240 3.091981 0.14 -0.31 -0.15
H 2.223944 7.059655 2.467742 0.07 -0.21 0.06
H 2.687755 2.523046 1.064997 0.02 0.03 0.19
H 3.121906 2.024651 2.735676 -0.09 0.06 -0.13
H 4.267351 1.799206 1.403204 0.08 0.26 0.08
C -10.841863 0.943455 0.645051 0.07 -0.33 0.07
C -9.965628 1.626282 -0.388379 -0.68 0.20 0.12
O -8.619062 1.135567 -0.333748 0.36 -0.32 -0.31
C -8.421775 -0.074881 -0.880326 -0.21 0.08 0.22
O -9.260067 -0.764178 -1.407015 0.42 0.29 0.13
O -7.126642 -0.401537 -0.714307 -0.28 0.22 -0.08
C -6.802619 -1.717041 -1.159027 0.15 -0.43 -0.18
H -10.403238 1.035902 1.641973 -0.06 0.16 -0.07
H -11.841627 1.382119 0.653885 0.09 0.03 -0.01
H -10.939329 -0.124787 0.439081 -0.04 0.13 -0.10
H -9.917334 2.696104 -0.169834 0.32 -0.17 -0.04
H -10.372857 1.521509 -1.397556 0.15 -0.18 0.09
H -7.112235 -1.874875 -2.195038 -0.13 0.01 0.20
H -7.267034 -2.456046 -0.502427 -0.08 0.03 -0.17
H -5.720083 -1.834310 -1.102176 -0.26 0.22 0.10
C 2.973120 5.546864 -1.233825 0.23 0.04 -0.25
C 1.993635 6.643087 -0.858378 -0.10 -0.57 0.12
O 2.536007 7.940177 -1.133345 -0.11 0.29 -0.28
C 2.538360 8.303731 -2.426497 0.24 0.03 0.03
O 2.125141 7.647350 -3.351667 0.07 0.26 0.38
O 3.107876 9.517831 -2.517121 -0.30 -0.46 0.18
C 3.270100 9.979702 -3.856818 0.06 0.27 -0.45
H 3.937486 5.708997 -0.745003 -0.12 -0.04 0.12
H 2.586603 4.567389 -0.942834 -0.02 0.07 0.06
H 3.161453 5.533875 -2.309740 -0.15 0.00 0.08
H 1.804921 6.604635 0.217658 0.08 0.28 -0.12
H 1.030221 6.514404 -1.359197 0.17 0.11 -0.11
H 2.324742 9.953034 -4.403732 0.15 -0.15 0.08
H 4.026560 9.380025 -4.367349 -0.18 -0.02 -0.03
H 3.615266 11.012886 -3.815797 -0.03 -0.15 0.28
```
Positions in Å, forces in eV/Å.

Values from the calculation:
**Charge**: +1



Record 2
An isolated ion of composition C3H9N2 and charge +1, computed with the ωB97M-V functional and the def2-TZVPD basis.

```
14
Properties=species:S:1:pos:R:3:forces:R:3
C -1.865055 0.495602 0.830992 -1.06 0.09 -1.66
C -1.121928 -0.039277 -0.399280 0.90 3.12 -1.30
N 0.292938 -0.342721 -0.114577 -0.41 -0.86 0.31
C 1.453927 0.214311 -0.381253 -0.69 -1.40 -0.96
N 2.545440 -0.474738 -0.103842 -0.44 0.19 0.01
H -1.644319 -0.029365 1.757830 0.11 0.37 0.04
H -1.799022 1.588245 0.792948 0.51 -0.27 0.92
H -2.925108 0.348505 0.571997 0.16 -0.22 0.45
H -1.638112 -0.840385 -0.916793 0.46 -0.50 0.19
H -1.001731 0.791179 -1.158663 -0.78 -0.78 0.65
H 0.278305 -1.230868 0.372588 0.86 0.01 0.30
H 1.588831 1.065746 -1.044867 -0.57 0.47 0.68
H 2.376528 -1.456255 0.071349 0.87 0.05 0.37
H 3.459308 -0.089975 -0.278433 0.07 -0.28 -0.02
```
Positions in Å, forces in eV/Å.

Values from the calculation:
**Charge**: +1



no.,gap between HOMO and LUMO (hartree),maximum force (eV/A)
1,0.244,4.46
2,0.419,3.50